50
Properties=species:S:1:pos:R:3:lowdin_charge:R:1 method="wB97M-V/def2-TZVPD" total_charge=0 spin_multiplicity=1 smiles="CC(C)C[C@@H](NC(=O)c1ccccc1)C(=O)OCC(=O)Nc1ccc(Br)cn1" relative_energy_ev=0.0000 e_homo_ev=-8.47 total_energy_ev=-103801.85556
C 5.1613 1.3770 1.2724 -0.079
C 3.6980 1.7518 1.0445 -0.433
C 3.4426 3.1802 1.5180 -0.068
C 2.7953 0.7500 1.7763 -0.119
C 1.3222 0.8591 1.3935 -0.208
N 1.1168 0.5268 -0.0054 0.136
C -0.1481 0.4855 -0.4975 -0.423
O -1.0984 0.8868 0.1514 0.099
C -0.2959 -0.0422 -1.8788 -0.145
C -1.2736 0.5236 -2.6926 -0.019
C -1.4856 0.0391 -3.9692 -0.101
C -0.7391 -1.0317 -4.4346 -0.093
C 0.2189 -1.6135 -3.6208 -0.081
C 0.4463 -1.1210 -2.3477 -0.038
C 0.4789 -0.1327 2.1930 -0.458
O 0.5661 -1.3303 2.0523 0.110
O -0.3698 0.4702 3.0082 0.045
C -1.3795 -0.3223 3.6346 -0.038
C -2.5461 -0.5220 2.6467 -0.424
O -3.6115 0.0218 2.7913 0.098
N -2.2172 -1.3652 1.6309 0.159
C -2.8285 -1.4848 0.3942 -0.289
C -3.9742 -0.7804 0.0183 0.019
C -4.4363 -0.9413 -1.2716 -0.094
C -3.7577 -1.8092 -2.1170 -0.674
Br -4.3381 -2.0654 -3.9031 0.742
C -2.6464 -2.4869 -1.6485 -0.196
N -2.1927 -2.3189 -0.4237 0.146
H 5.3674 0.3729 0.9084 0.076
H 5.8165 2.0702 0.7509 0.077
H 5.3999 1.4127 2.3330 0.082
H 3.4882 1.7005 -0.0293 0.130
H 2.4245 3.4913 1.3010 0.072
H 3.6090 3.2608 2.5900 0.085
H 4.1182 3.8677 1.0149 0.079
H 3.1244 -0.2703 1.5623 0.127
H 2.8854 0.9078 2.8531 0.137
H 0.9231 1.8608 1.5806 0.153
H 1.8573 0.0425 -0.4870 0.136
H -1.8584 1.3438 -2.3030 0.124
H -2.2405 0.4849 -4.5992 0.102
H -0.9167 -1.4212 -5.4257 0.105
H 0.7877 -2.4598 -3.9772 0.105
H 1.1697 -1.6077 -1.7093 0.114
H -1.7265 0.2545 4.4922 0.139
H -0.9635 -1.2862 3.9474 0.136
H -1.3129 -1.8318 1.6595 0.123
H -4.4584 -0.1173 0.7144 0.106
H -5.3059 -0.4037 -1.6186 0.107
H -2.0961 -3.1764 -2.2736 0.107